A 10-piece molecular cluster, C40H80O10 overall in a non-equilibrium geometry. Source: the Open Molecules 2025 dataset; level of theory: ωB97M-V with the def2-TZVPD basis set.

The LUMO energy is 0.51 eV. The calculation puts the HOMO energy at -9.232 eV. The HOMO-LUMO gap comes out at 0.3581 Eh. The spin multiplicity is 1. Its net charge is 0. As for the SMILES: C1CCOC1.C1CCOC1.C1CCOC1.C1CCOC1.C1CCOC1.C1CCOC1.C1CCOC1.C1CCOC1.C1CCOC1.C1CCOC1. As for the energy relative to the best compared isomer or geometry (same formula, charge and spin): 100.3 kcal per mole.

```
130
Properties=species:S:1:pos:R:3:forces:R:3:mulliken_charge:R:1
C 5.25034 -0.15952 0.29527 -1.0 0.1 0.1 0.3403
C 5.21822 1.15353 -0.54637 0.4 -1.0 -0.2 0.4557
C 6.56681 1.76441 -0.25369 0.3 -0.9 0.4 -0.5487
O 7.06506 1.09224 0.95322 0.4 1.9 -0.9 -0.4695
C 6.05566 0.27443 1.50011 0.8 -0.1 0.3 -0.4526
H 5.69887 -1.00383 -0.22825 0.5 0.3 -0.1 0.2874
H 4.27332 -0.54910 0.58122 -0.3 0.4 0.0 -0.2899
H 4.39872 1.82414 -0.28789 0.0 -0.2 0.0 -0.5071
H 5.28773 0.99014 -1.62181 -1.0 -0.3 0.0 0.1596
H 6.45288 2.84797 -0.28578 0.5 0.2 1.0 0.2923
H 7.25231 1.51550 -1.06377 0.3 -0.1 0.1 0.2999
H 5.53490 0.79191 2.30581 -0.8 0.4 -0.3 0.2322
H 6.60697 -0.48061 2.06051 -0.1 -0.6 -0.4 0.2566
C -0.13754 -4.01956 -3.40523 1.3 -0.8 -1.7 -0.0753
C -0.93478 -3.66573 -4.65142 -0.3 0.4 0.6 -0.6131
C -0.12345 -2.49151 -5.22557 -1.3 -0.2 0.8 -0.1942
O 1.23042 -2.79793 -4.98863 0.8 -0.4 0.7 -0.4217
C 1.29276 -3.92609 -4.08304 -1.1 -0.1 1.0 -0.5308
H -0.33801 -5.03765 -3.07146 0.1 0.0 0.0 0.3371
H -0.36389 -3.34644 -2.57833 0.6 0.3 -0.1 -0.1821
H -1.91769 -3.37343 -4.28192 -0.4 0.0 -0.8 0.3136
H -0.94870 -4.52306 -5.32439 -0.3 0.1 0.0 0.3544
H -0.42980 -1.62304 -4.64246 0.2 0.4 0.1 0.0114
H -0.35078 -2.24183 -6.26195 0.4 -0.3 -0.2 0.3695
H 2.03809 -3.94279 -3.28787 0.5 1.1 -0.3 0.3084
H 1.53441 -4.79443 -4.69596 -0.4 -0.3 0.1 0.3242
C -2.16107 -4.64445 4.62701 2.5 -0.6 -1.3 -0.6428
C -3.22684 -3.66138 5.00389 -1.1 -0.9 0.5 -0.6208
C -2.54837 -2.31369 5.01293 0.5 -0.1 -1.1 -0.0007
O -1.12451 -2.62504 5.11498 -0.5 1.2 0.4 -0.5013
C -0.93059 -3.72551 4.24885 -0.9 -1.1 0.0 0.1788
H -2.40605 -5.36166 3.84362 -0.2 0.3 -0.3 0.3537
H -1.78220 -5.29760 5.41311 -0.4 0.3 0.5 0.3405
H -3.62603 -4.01623 5.95407 -0.2 0.6 0.2 0.3028
H -4.05666 -3.70066 4.29822 0.0 0.1 -0.1 0.2955
H -3.00707 -1.55010 5.64112 1.0 -0.3 1.1 0.4587
H -2.70803 -1.82909 4.04973 0.2 -0.2 -0.6 -0.2203
H 0.04016 -4.20978 4.35472 -0.1 0.1 0.9 0.3381
H -0.85596 -3.46843 3.19223 -0.7 0.5 -0.3 -0.2151
C 3.88029 -3.88389 1.72404 0.7 -0.7 -0.5 -0.7750
C 3.55827 -2.78099 2.67670 -1.2 0.0 1.1 0.6661
C 2.34835 -3.31694 3.38282 -2.3 -0.2 0.0 -0.4824
O 1.62454 -3.98598 2.33999 -0.9 0.0 0.7 -0.3328
C 2.51069 -4.59253 1.45091 1.4 0.6 0.2 -0.3781
H 4.61194 -4.50358 2.24249 -0.2 -0.6 -0.2 0.3081
H 4.38910 -3.56629 0.81391 -0.2 0.2 -0.1 0.3033
H 3.05914 -1.94544 2.18596 1.2 0.7 -0.1 -0.6588
H 4.28750 -2.63015 3.47266 0.4 0.9 -0.7 0.4832
H 1.64729 -2.54532 3.70098 0.2 0.4 0.0 0.0446
H 2.39619 -3.92502 4.28618 0.9 -0.6 -0.1 0.3205
H 2.15695 -4.37376 0.44339 0.0 -0.4 -0.1 0.2166
H 2.60123 -5.65611 1.67161 -0.1 -0.2 -0.4 0.2444
C -2.33722 -2.29039 -0.10810 -0.1 2.0 -0.9 1.3082
C -3.13590 -2.56046 -1.41197 0.9 -0.7 -0.5 -0.1869
C -3.26441 -4.07401 -1.35655 -0.8 1.0 1.6 -0.2657
O -3.41013 -4.29317 0.07359 -2.5 -1.9 -0.6 -0.5721
C -2.62405 -3.43954 0.79934 3.1 -0.2 -0.1 -0.0315
H -2.63895 -1.35810 0.36928 0.0 0.2 -0.2 -0.7448
H -1.27883 -2.16143 -0.33451 0.0 -0.2 0.0 -0.3369
H -2.51240 -2.39235 -2.29010 -0.1 0.8 -0.1 0.0056
H -4.11202 -2.09683 -1.55459 0.2 0.2 0.4 0.3074
H -2.36585 -4.51039 -1.79275 0.0 -0.5 0.3 0.0321
H -4.18281 -4.43007 -1.82333 0.3 -0.3 0.0 0.3877
H -1.72720 -4.02901 0.98988 0.8 0.2 0.1 0.0663
H -2.79345 -3.05673 1.80576 -1.8 -0.5 0.1 0.0051
C 1.38355 2.02754 -4.44571 1.1 -0.9 -3.3 -0.6153
C 1.31637 3.28763 -3.63738 -0.6 -1.3 1.4 -0.4400
C 1.13999 2.58435 -2.29957 1.1 -0.5 1.3 0.3221
O 1.83724 1.28636 -2.35655 0.1 0.5 0.6 -0.3154
C 2.29300 1.02859 -3.68355 -0.9 1.9 0.5 -0.4484
H 1.85789 2.28138 -5.39369 0.0 -0.2 -0.4 0.5143
H 0.41043 1.63051 -4.73468 -0.2 -0.1 0.5 0.0778
H 0.45195 3.91739 -3.84782 0.2 0.0 -0.2 0.3437
H 2.24484 3.85833 -3.61857 -0.1 0.0 -0.2 0.2625
H 0.12754 2.30970 -2.00357 -0.3 0.5 -0.2 0.0198
H 1.62865 3.16668 -1.51842 -0.2 -0.1 0.3 -0.2924
H 2.32435 -0.04986 -3.83872 -0.7 0.1 -0.4 0.3297
H 3.30955 1.39213 -3.83377 0.4 0.0 0.2 0.1683
C -3.71373 3.27835 2.54906 0.3 -0.2 -1.2 -0.6791
C -4.87784 2.61448 1.79834 -0.8 1.3 0.2 -0.7398
C -4.34989 1.26994 1.44028 0.2 -0.1 1.0 -0.4111
O -2.96753 1.48035 1.19656 0.4 -1.2 -0.2 -0.0031
C -2.51818 2.76231 1.68631 -1.7 -0.7 0.1 -0.0008
H -3.76853 2.89304 3.56721 0.7 0.0 0.1 0.3293
H -3.73732 4.36805 2.55989 -0.2 -0.1 0.1 0.3861
H -5.14118 3.16002 0.89217 0.1 0.2 -0.1 0.1644
H -5.77079 2.58139 2.42255 -0.1 -0.1 -0.1 0.4320
H -4.90109 0.80682 0.62187 0.5 0.0 -0.3 0.2042
H -4.45698 0.62996 2.31609 0.0 -0.4 0.1 0.3442
H -2.43625 3.24810 0.71399 0.6 1.2 0.6 0.1744
H -1.59021 2.64449 2.24585 0.1 0.0 -0.3 -0.1074
C 0.45861 0.17314 0.66497 1.7 0.1 -0.1 -0.0316
C -0.01247 -0.04248 2.09484 -0.5 0.0 0.5 1.6012
C 1.02926 0.64064 3.04235 -0.3 -0.1 -1.3 -0.7265
O 2.09158 1.10061 2.18903 -0.2 -0.2 -0.4 -0.4493
C 1.61028 1.21002 0.84621 -0.7 0.1 -0.4 0.6862
H -0.34155 0.50220 0.00199 0.1 0.2 0.1 0.3265
H 0.95111 -0.67254 0.18500 -0.3 -0.4 0.2 0.2119
H -0.17606 -1.07482 2.40409 0.3 -0.2 -0.3 -0.7611
H -1.01013 0.39571 2.12241 0.1 0.3 0.5 -0.9125
H 1.45287 -0.06629 3.75571 0.0 0.1 0.1 0.3146
H 0.59032 1.49638 3.55534 0.0 0.0 0.2 0.3784
H 2.41528 1.08793 0.12152 0.1 -0.4 0.3 -0.5044
H 1.23027 2.20124 0.59884 -0.2 0.5 0.5 -0.2081
C 1.80896 5.36300 1.66543 -0.1 1.5 -0.2 -0.2460
C 0.81598 6.15144 0.81665 -1.8 0.6 -0.6 -0.3298
C 1.60779 6.76647 -0.33530 -0.3 -0.1 0.8 -0.5772
O 2.57090 5.78161 -0.54922 1.3 -1.2 -0.1 -0.4253
C 3.01975 5.22580 0.75009 -0.5 0.2 -1.6 -0.0419
H 1.33532 4.47614 2.08644 0.6 0.0 0.1 0.0487
H 2.09359 6.12898 2.38679 0.0 -0.7 0.9 0.3928
H 0.17506 6.82767 1.38236 0.6 0.5 0.4 0.5136
H 0.00941 5.59704 0.33688 0.3 -1.0 -0.1 -0.0308
H 2.06954 7.73734 -0.15565 0.1 0.2 0.5 0.2444
H 0.97829 6.91409 -1.21283 0.1 -0.3 -0.2 0.3399
H 3.89353 5.80408 1.05042 -0.1 0.1 0.3 0.3843
H 3.37156 4.20768 0.58347 -0.3 0.0 -0.2 -0.2182
C -3.79550 2.60274 -2.38092 -0.2 1.8 2.0 0.5452
C -5.14543 1.99803 -2.62382 -1.1 0.1 0.7 -0.3151
C -4.92917 1.14275 -3.78868 0.0 -1.0 -0.5 -0.3734
O -3.89952 1.75376 -4.45281 1.0 0.0 -3.8 -0.4783
C -2.99064 2.40550 -3.64979 -0.1 -0.5 1.8 -0.1259
H -3.43675 2.17041 -1.44685 0.8 -0.3 -0.3 -0.6598
H -3.89587 3.65584 -2.11828 0.0 0.2 -0.1 0.3215
H -5.89692 2.71636 -2.95153 -0.2 0.2 0.8 0.3010
H -5.41442 1.32752 -1.80763 -0.7 0.7 0.3 0.1208
H -5.78812 1.14054 -4.45973 0.0 -0.5 0.0 0.3320
H -4.63783 0.14288 -3.46701 -0.1 -0.5 -0.2 0.0650
H -2.63890 3.32412 -4.11938 0.0 -0.1 0.0 0.1626
H -2.17371 1.75285 -3.34194 0.6 -0.1 -0.6 0.0454
```
Forces are in eV/Å.